Entry from OMol25: a single C4H7NO molecule at a distorted geometry (ωB97M-V with the def2-TZVPD basis set).

Results
SMILES string: CCOCC#N
E_LUMO: 0.87 eV
HOMO-LUMO gap: 11.708 eV
Energy relative to the best compared isomer or geometry (same formula, charge and spin): 34.5 kcal per mole
Total charge: 0
HOMO energy: -10.8 eV
F_max: 1.1 eV/Å

Geometry (Å):
C 1.350 1.146 -0.992
C 0.087 0.556 -0.400
O 0.358 -0.781 -0.003
C -0.761 -1.439 0.509
C -1.285 -0.825 1.755
N -1.719 -0.327 2.704
H 1.674 0.576 -1.867
H 1.167 2.181 -1.297
H 2.157 1.140 -0.253
H -0.732 0.563 -1.137
H -0.241 1.140 0.472
H -0.463 -2.469 0.723
H -1.592 -1.462 -0.213

Okay, here come the Löwdin numbers, in e, for every atom: C -0.071; C -0.282; O -0.142; C -0.217; C -0.183; N 0.150; H 0.079; H 0.079; H 0.081; H 0.125; H 0.117; H 0.132; H 0.131